# C4H6OS

2 unconnected molecules or ions with the total composition C4H6OS at a distorted geometry (wB97M-V/def2-TZVPD, the OMol25 dataset).

The geometry in ORCA input format:
```
! wB97M-V def2-TZVPD RIJCOSX def2/J DEFGRID3
* xyz 0 1
C 1.369 1.176 2.945
C 0.793 2.184 2.667
C -1.046 -0.584 -1.041
C -1.194 -1.851 -1.358
O 0.922 -0.473 -2.798
S 0.155 0.436 -1.954
H 1.862 0.303 3.258
H 0.296 3.058 2.362
H -1.604 -0.038 -0.300
H -0.578 -2.273 -2.139
H -1.897 -2.511 -0.878
H 0.922 0.573 -0.764
*
```

E_LUMO = 0.687 eV
gap between HOMO and LUMO = 10.1 eV
energy above the lowest of the compared OMol25 structures with the same formula, charge and spin = 105.3 kcal per mole
F_max = 1.899 eV/A

Atom charges from the natural (NBO) analysis, given in e for atoms 1 to 2: -0.228, -0.236

# C4H6OS

C4H6OS in the gas phase at a distorted geometry (wB97M-V/def2-TZVPD, the OMol25 dataset).

The geometry in ORCA input format:
```
! wB97M-V def2-TZVPD RIJCOSX def2/J DEFGRID3
* xyz 0 1
C 0.548 1.743 -1.262
C -0.162 0.885 -0.292
C -0.148 -0.076 0.563
C 0.133 -1.417 1.054
O -0.570 -2.348 0.266
S -1.706 0.946 0.665
H 0.728 1.014 -2.102
H 1.551 1.933 -0.790
H 0.032 2.575 -1.464
H 1.246 -1.578 1.057
H -0.181 -1.474 2.152
H -1.471 -2.202 0.153
*
```

SMILES = CC1=C(CO)S1
E_LUMO = 0.797 eV
gap between HOMO and LUMO = 8.3 eV
energy above the lowest of the compared OMol25 structures with the same formula, charge and spin = 76.3 kcal per mole
F_max = 5.756 eV/A

Atom charges from the natural (NBO) analysis, given in e for atoms 1 to 2: -0.652, 0.004

# C4H6OS

A molecular structure, C4H6OS at a distorted geometry (wB97M-V/def2-TZVPD, the OMol25 dataset).

The geometry in ORCA input format:
```
! wB97M-V def2-TZVPD RIJCOSX def2/J DEFGRID3
* xyz 0 1
C -1.334 0.677 0.061
C -0.319 -1.508 -0.058
C 0.043 0.101 0.454
C 1.151 0.771 -0.272
O -1.755 1.823 0.036
S -2.055 -0.859 -0.201
H 0.181 -1.740 -0.980
H -0.299 -2.320 0.767
H 0.150 0.206 1.504
H 1.105 1.785 -0.145
H 1.065 0.504 -1.263
H 2.065 0.559 0.098
*
```

E_LUMO = 0.671 eV
gap between HOMO and LUMO = 10.2 eV
energy above the lowest of the compared OMol25 structures with the same formula, charge and spin = 31.7 kcal per mole
F_max = 4.220 eV/A

Atom charges from the natural (NBO) analysis, given in e for atoms 1 to 2: 0.381, -0.516

# C4H6OS

C4H6OS in the gas phase at a distorted geometry (wB97M-V/def2-TZVPD, the OMol25 dataset).

The geometry in ORCA input format:
```
! wB97M-V def2-TZVPD RIJCOSX def2/J DEFGRID3
* xyz 0 1
C -0.272 -0.244 1.647
C 0.411 0.246 0.583
C 0.749 1.674 0.463
O 0.706 2.419 1.416
S 1.078 -0.746 -0.766
C -0.476 -1.100 -1.647
H -0.316 0.537 2.410
H -0.604 -1.206 1.973
H 1.139 2.111 -0.522
H -0.969 -0.278 -2.095
H -0.173 -1.842 -2.376
H -1.274 -1.571 -1.085
*
```

SMILES = C=C(C=O)SC
E_LUMO = -0.300 eV
gap between HOMO and LUMO = 8.8 eV
energy above the lowest of the compared OMol25 structures with the same formula, charge and spin = 42.0 kcal per mole
F_max = 2.901 eV/A

Atom charges from the natural (NBO) analysis, given in e for atoms 1 to 2: -0.281, -0.291

# C4H6OS

C4H6OS in the gas phase at a distorted geometry (wB97M-V/def2-TZVPD, the OMol25 dataset).

The geometry in ORCA input format:
```
! wB97M-V def2-TZVPD RIJCOSX def2/J DEFGRID3
* xyz 0 3
C 1.075 -0.065 0.247
C 0.539 -0.723 -0.807
C 0.088 0.328 1.268
C -1.173 -0.752 -0.412
O -1.129 -0.243 0.879
S -2.205 0.182 -1.522
H 2.061 0.242 0.275
H 0.877 -1.133 -1.748
H 0.303 0.026 2.262
H -0.049 1.502 1.268
H -1.695 -1.660 -0.482
H -2.683 0.634 -0.380
*
```

E_LUMO (alpha / beta) = 0.550 / -3.652 eV
<S²> = 2.013
gap between HOMO and LUMO (alpha / beta) = 4.1 / 4.9 eV
energy above the lowest of the compared OMol25 structures with the same formula, charge and spin = 113.8 kcal per mole
F_max = 6.253 eV/A

Atom charges from the natural (NBO) analysis, given in e for atoms 1 to 2: -0.341, -0.265

# C4H6OS2

C4H6OS2 in the gas phase at a distorted geometry (wB97M-V/def2-TZVPD, the OMol25 dataset).

The geometry in ORCA input format:
```
! wB97M-V def2-TZVPD RIJCOSX def2/J DEFGRID3
* xyz 0 1
O 1.926 -0.091 1.015
C 0.564 0.175 0.742
C -0.344 -0.955 1.143
S -1.702 -0.864 2.012
C 0.289 0.632 -0.666
C -1.044 0.562 -1.286
S 0.109 -0.702 -1.875
H 2.196 -0.781 0.458
H 0.325 0.925 1.475
H -0.107 -1.926 0.723
H 0.911 1.484 -0.933
H -1.868 0.208 -0.783
H -1.255 1.334 -2.025
*
```

SMILES = O[C@H](C=S)[C@@H]1CS1
E_LUMO = -0.473 eV
gap between HOMO and LUMO = 8.4 eV
energy above the lowest of the compared OMol25 structures with the same formula, charge and spin = 40.3 kcal per mole
F_max = 2.317 eV/A

Atom charges from the natural (NBO) analysis, given in e for atoms 1 to 2: -0.679, -0.019

# C4H6OSc

A molecular structure, C4H6OSc at a distorted geometry (wB97M-V/def2-TZVPD, the OMol25 dataset).

The geometry in ORCA input format:
```
! wB97M-V def2-TZVPD RIJCOSX def2/J DEFGRID3
* xyz 3 1
O 0.956 0.240 0.436
Sc 0.680 -1.547 -0.159
C 0.434 1.426 0.582
C -1.290 1.468 0.484
H 0.511 1.908 1.571
H 0.509 2.129 -0.321
H -1.591 2.442 0.082
H -1.586 1.327 1.529
C -1.448 0.300 -0.356
C -1.579 -0.737 -1.101
H -1.361 -1.729 -0.688
H -1.814 -0.635 -2.165
*
```

E_LUMO (alpha / beta) = -17.456 / -17.456 eV
gap between HOMO and LUMO (alpha / beta) = 7.0 / 7.0 eV
energy above the lowest of the compared OMol25 structures with the same formula, charge and spin = 50.2 kcal per mole
F_max = 6.615 eV/A

Atom charges from the natural (NBO) analysis, given in e for atoms 1 to 2: -0.733, 2.280

# C4H6P2

C4H6P2 in the gas phase at a distorted geometry (wB97M-V/def2-TZVPD, the OMol25 dataset).

The geometry in ORCA input format:
```
! wB97M-V def2-TZVPD RIJCOSX def2/J DEFGRID3
* xyz 0 1
C 0.153 -1.477 -0.008
C 1.319 1.727 -0.224
C -0.808 -0.574 0.002
C -1.866 0.356 -0.145
P 2.592 0.820 0.268
P 2.004 -1.262 -0.002
H -0.031 -2.422 -0.388
H 1.151 2.724 -0.633
H -2.060 0.463 0.962
H -2.682 -0.187 -0.661
H -1.630 1.349 -0.601
H 1.857 -1.517 1.429
*
```

E_LUMO (alpha / beta) = -0.661 / 0.073 eV
gap between HOMO and LUMO (alpha / beta) = 6.5 / 8.1 eV
energy above the lowest of the compared OMol25 structures with the same formula, charge and spin = 118.1 kcal per mole
F_max = 3.974 eV/A

Atom charges from the natural (NBO) analysis, given in e for atoms 1 to 2: -0.617, -0.631

# C4H6S

C4H6S in the gas phase at a distorted geometry (wB97M-V/def2-TZVPD, the OMol25 dataset).

The geometry in ORCA input format:
```
! wB97M-V def2-TZVPD RIJCOSX def2/J DEFGRID3
* xyz 0 1
C -0.119 -0.171 1.110
C 0.283 -0.094 -0.148
C -1.711 1.079 0.491
C 1.441 -0.750 -0.819
S -0.655 1.125 -0.940
H 0.152 -0.972 1.826
H -2.670 0.635 0.528
H -1.966 1.922 1.084
H 1.120 -1.573 -1.638
H 2.115 -1.229 -0.148
H 2.010 0.027 -1.346
*
```

E_LUMO = 0.392 eV
gap between HOMO and LUMO = 8.7 eV
energy above the lowest of the compared OMol25 structures with the same formula, charge and spin = 76.2 kcal per mole
F_max = 4.126 eV/A

Atom charges from the natural (NBO) analysis, given in e for atoms 1 to 2: -0.185, -0.230

# C4H6S2

C4H6S2 in the gas phase at a distorted geometry (wB97M-V/def2-TZVPD, the OMol25 dataset).

The geometry in ORCA input format:
```
! wB97M-V def2-TZVPD RIJCOSX def2/J DEFGRID3
* xyz 0 1
C -0.081 -1.546 0.004
S 0.218 -1.408 -1.797
C 0.719 -0.390 -0.370
C 0.641 0.980 0.200
C -0.721 1.450 0.081
S -0.410 1.204 1.767
H -1.083 -1.354 0.248
H 0.326 -2.269 0.532
H 1.617 -0.934 -0.016
H 1.529 1.622 0.359
H -1.500 0.769 -0.143
H -1.163 2.457 0.013
*
```

SMILES = C1S[C@H]1[C@H]1CS1
E_LUMO = 0.563 eV
gap between HOMO and LUMO = 9.3 eV
energy above the lowest of the compared OMol25 structures with the same formula, charge and spin = 61.8 kcal per mole
F_max = 5.271 eV/A

Atom charges from the natural (NBO) analysis, given in e for atoms 1 to 2: -0.418, 0.125

# C4H6S2

C4H6S2 in the gas phase at a distorted geometry (wB97M-V/def2-TZVPD, the OMol25 dataset).

The geometry in ORCA input format:
```
! wB97M-V def2-TZVPD RIJCOSX def2/J DEFGRID3
* xyz 0 1
C 0.612 -0.706 1.606
C 0.470 -0.390 0.330
C -0.235 -1.160 -0.723
S 1.091 1.234 -0.200
C -0.394 2.011 -0.650
S -0.558 3.445 -1.362
H 1.088 -0.037 2.327
H 0.216 -1.641 2.030
H -1.324 -1.050 -0.779
H 0.041 -2.230 -0.597
H 0.195 -0.838 -1.672
H -1.202 1.363 -0.308
*
```

SMILES = C=C(C)SC=S
E_LUMO = -0.197 eV
gap between HOMO and LUMO = 8.5 eV
energy above the lowest of the compared OMol25 structures with the same formula, charge and spin = 21.2 kcal per mole
F_max = 1.525 eV/A

Atom charges from the natural (NBO) analysis, given in e for atoms 1 to 2: -0.367, -0.148

# C4H6S2

C4H6S2 in the gas phase at a distorted geometry (wB97M-V/def2-TZVPD, the OMol25 dataset).

The geometry in ORCA input format:
```
! wB97M-V def2-TZVPD RIJCOSX def2/J DEFGRID3
* xyz 0 1
C -2.618 -0.300 0.125
C -1.378 -0.765 -0.252
C -0.296 0.070 -0.035
S -0.423 1.654 -0.142
S 1.219 -0.813 -0.050
C 2.507 0.523 0.074
H -2.557 0.798 0.510
H -3.430 -1.148 0.278
H -1.222 -1.925 -0.575
H 2.329 1.029 -0.774
H 2.499 0.939 1.068
H 3.372 -0.062 -0.225
*
```

SMILES = C=CC(=S)SC
E_LUMO = -0.594 eV
gap between HOMO and LUMO = 7.9 eV
energy above the lowest of the compared OMol25 structures with the same formula, charge and spin = 46.4 kcal per mole
F_max = 5.820 eV/A

Atom charges from the natural (NBO) analysis, given in e for atoms 1 to 2: -0.307, -0.317

# C4H6S2

C4H6S2 in the gas phase at a distorted geometry (wB97M-V/def2-TZVPD, the OMol25 dataset).

The geometry in ORCA input format:
```
! wB97M-V def2-TZVPD RIJCOSX def2/J DEFGRID3
* xyz 0 1
S -0.331 3.798 1.129
C -0.165 2.141 0.985
S 0.922 1.237 0.093
C 0.569 -0.433 0.277
C -0.596 -0.926 -0.160
C 0.544 -1.180 -1.031
H -1.027 1.262 0.997
H 0.977 -0.787 1.238
H -1.331 -0.257 -0.642
H -1.185 -1.960 0.123
H 1.041 -2.286 -1.118
H 0.581 -0.608 -1.889
*
```

SMILES = S=CSC1CC1
E_LUMO = -0.362 eV
gap between HOMO and LUMO = 8.2 eV
energy above the lowest of the compared OMol25 structures with the same formula, charge and spin = 75.3 kcal per mole
F_max = 10.840 eV/A

Atom charges from the natural (NBO) analysis, given in e for atoms 1 to 2: -0.002, -0.548

# C4H6S2

2 unconnected molecules or ions with the total composition C4H6S2 (wB97M-V/def2-TZVPD, the OMol25 dataset).

The geometry in ORCA input format:
```
! wB97M-V def2-TZVPD RIJCOSX def2/J DEFGRID3
* xyz 0 1
C 1.689 2.629 -0.133
C 1.728 1.423 -0.019
C -1.747 -0.713 -0.576
C 1.746 0.063 0.130
S 1.510 -0.697 1.698
S 1.999 -0.976 -1.257
H 1.672 3.671 -0.247
H -2.155 -1.220 0.271
H -1.214 0.206 -0.444
H -1.893 -1.106 -1.558
H 1.272 0.433 2.360
H 1.861 -2.118 -0.582
*
```

E_LUMO (alpha / beta) = -0.490 / 0.216 eV
gap between HOMO and LUMO (alpha / beta) = 8.2 / 7.3 eV
energy above the lowest of the compared OMol25 structures with the same formula, charge and spin = 112.1 kcal per mole
F_max = 0.741 eV/A

Atom charges from the natural (NBO) analysis, given in e for atoms 1 to 2: -0.180, -0.122

# C4H6S3

C4H6S3 in the gas phase at a distorted geometry (wB97M-V/def2-TZVPD, the OMol25 dataset).

The geometry in ORCA input format:
```
! wB97M-V def2-TZVPD RIJCOSX def2/J DEFGRID3
* xyz 0 1
S 3.014 0.356 -0.060
C 1.342 0.061 -0.516
C 0.616 -1.165 0.034
C -0.619 -1.054 0.566
C -1.254 0.299 0.647
S -2.716 0.156 -0.402
S -0.075 1.651 0.220
H 3.270 1.312 -1.107
H 0.967 0.087 -1.573
H 1.290 -1.949 -0.050
H -1.084 -1.860 0.915
H -1.735 0.646 1.678
H -3.017 1.459 -0.352
*
```

SMILES = S[C@H]1C=C[C@H](S)S1
E_LUMO = 0.048 eV
gap between HOMO and LUMO = 8.7 eV
energy above the lowest of the compared OMol25 structures with the same formula, charge and spin = 41.7 kcal per mole
F_max = 5.180 eV/A

Atom charges from the natural (NBO) analysis, given in e for atoms 1 to 2: 0.067, -0.383

# C4H6S3

C4H6S3 in the gas phase at a distorted geometry (wB97M-V/def2-TZVPD, the OMol25 dataset).

The geometry in ORCA input format:
```
! wB97M-V def2-TZVPD RIJCOSX def2/J DEFGRID3
* xyz 0 1
S 3.788 1.129 -0.164
C 2.431 0.648 0.513
C 1.245 0.041 -0.224
S 1.415 -1.903 0.074
C -0.180 0.221 0.236
C -1.238 0.351 -0.589
S -2.865 0.494 0.047
H 2.213 0.855 1.575
H 1.119 0.218 -1.294
H 1.712 -2.145 -1.257
H -0.513 0.111 1.373
H -0.934 0.451 -1.692
H -3.465 0.171 -1.056
*
```

SMILES = S=C[C@@H](S)/C=C/S
E_LUMO = -0.602 eV
gap between HOMO and LUMO = 7.9 eV
energy above the lowest of the compared OMol25 structures with the same formula, charge and spin = 38.6 kcal per mole
F_max = 3.311 eV/A

Atom charges from the natural (NBO) analysis, given in e for atoms 1 to 2: 0.114, -0.293

# C4H6SSi

C4H6SSi in the gas phase at a distorted geometry (wB97M-V/def2-TZVPD, the OMol25 dataset).

The geometry in ORCA input format:
```
! wB97M-V def2-TZVPD RIJCOSX def2/J DEFGRID3
* xyz 0 1
Si -1.943 0.262 -0.270
C -0.063 0.085 -0.186
C 0.610 -0.567 0.949
C 1.930 -0.618 0.836
S 2.490 0.093 -0.629
C 0.912 0.480 -1.113
H -2.106 1.845 -0.366
H -2.502 -0.417 0.796
H -2.520 -0.155 -1.489
H 0.202 -0.762 1.964
H 2.409 -1.099 1.625
H 0.580 0.853 -2.117
*
```

SMILES = [SiH3]c1ccsc1
E_LUMO = 0.894 eV
gap between HOMO and LUMO = 9.9 eV
energy above the lowest of the compared OMol25 structures with the same formula, charge and spin = 4.9 kcal per mole
F_max = 4.274 eV/A

Atom charges from the natural (NBO) analysis, given in e for atoms 1 to 2: 0.903, -0.483

# C4H7BFO3

A gas-phase ion, C4H7BFO3 (charge -1) (wB97M-V/def2-TZVPD, the OMol25 dataset).

The geometry in ORCA input format:
```
! wB97M-V def2-TZVPD RIJCOSX def2/J DEFGRID3
* xyz -1 1
O -0.039 1.588 3.120
C -0.432 1.801 2.019
F -0.210 3.071 1.505
C -1.124 0.936 1.057
B -0.031 0.115 0.128
O -0.289 0.292 -1.339
C 0.482 -0.731 -1.896
C 0.639 -1.810 -0.774
O -0.151 -1.348 0.288
H -1.786 1.525 0.424
H -1.695 0.206 1.631
H 1.143 0.494 0.363
H 1.482 -0.366 -2.182
H 0.002 -1.123 -2.803
H 1.695 -1.843 -0.466
H 0.311 -2.809 -1.074
*
```

E_LUMO = 4.010 eV
gap between HOMO and LUMO = 8.6 eV
energy above the lowest of the compared OMol25 structures with the same formula, charge and spin = 0.0 kcal per mole
F_max = 0.447 eV/A

Atom charges from the natural (NBO) analysis, given in e for atoms 1 to 2: -0.596, 0.913

# C4H7BN2O2

C4H7BN2O2 in the gas phase at a distorted geometry (wB97M-V/def2-TZVPD, the OMol25 dataset).

The geometry in ORCA input format:
```
! wB97M-V def2-TZVPD RIJCOSX def2/J DEFGRID3
* xyz 0 1
C -0.632 0.802 1.958
C 0.198 -0.101 1.121
N 1.111 -0.949 1.673
C 1.684 -1.581 0.687
N 1.224 -1.225 -0.516
C 0.177 -0.184 -0.248
B -0.598 0.442 -1.415
O -1.514 1.415 -1.160
O -0.320 -0.031 -2.665
H -1.507 1.108 1.391
H -0.926 0.308 2.880
H -0.052 1.688 2.218
H 2.447 -2.324 0.822
H 1.474 -1.523 -1.439
H -1.975 1.768 -1.922
H -0.792 0.388 -3.385
*
```

SMILES = Cc1nc[nH]c1B(O)O
E_LUMO = 0.159 eV
gap between HOMO and LUMO = 8.8 eV
energy above the lowest of the compared OMol25 structures with the same formula, charge and spin = 0.0 kcal per mole
F_max = 3.389 eV/A

Atom charges from the natural (NBO) analysis, given in e for atoms 1 to 2: -0.642, 0.181